(1)
Formula: C5H12Cl2O2Si
Source: OMol25
Level of theory: wB97M-V/def2-TZVPD

Atoms and positions in Å:
C1 2.2353 -1.3700 -1.0167
C2 2.1412 -0.1326 -0.0579
C3 1.0324 0.4574 0.3581
Cl1 1.2435 2.0016 1.1861
Si1 -0.7854 -0.0019 -0.1366
O1 -1.7996 0.9435 0.6123
C4 -2.7803 1.2578 1.5774
O2 -0.8300 0.5866 -1.6064
C5 -0.7736 0.2098 -2.9364
H1 2.8056 -2.0277 -0.4174
H2 1.2535 -1.8446 -0.9304
H3 2.7854 -1.0783 -1.8752
H4 2.9709 0.3847 0.2500
H5 -1.1146 -1.5733 -0.0051
H6 -3.6069 0.6290 1.4271
H7 -3.2068 2.1349 1.2060
H8 -2.5549 1.3722 2.5718
H9 0.2092 -0.1913 -3.1696
H10 -1.0334 1.0267 -3.5013
H11 -1.4511 -0.5154 -3.3495
Cl2 1.8391 -1.1496 4.2411
H12 1.4206 -1.1196 5.5725

Summary:
Max |F| in hartree/bohr: 0.083
SMILES: C/C=C(/Cl)[SiH](OC)OC.Cl
HOMO level in eV: -9.0
ΔE to the lowest compared entry with this formula, charge and spin in kcal per mole: 47.5
Gap between HOMO and LUMO in eV: 9.503
E_tot in eV: -42396.52677

Here are the Löwdin charges for atoms 1 to 5, given in e: -0.06 -0.24 -0.68 0.59 0.33

(2)
Formula: C4H7NO2
Source: OMol25
Level of theory: wB97M-V/def2-TZVPD

Atoms and positions in Å:
C1 1.7317 0.4194 0.4748
C2 0.5853 -0.3882 -0.0941
C3 -0.6947 -0.3782 0.7757
N1 -1.6927 0.0338 -0.1823
C4 -1.1608 0.3203 -1.4172
O1 -1.7493 0.6489 -2.4128
O2 0.1906 0.1898 -1.3456
H1 1.3812 1.4145 0.7676
H2 2.5167 0.5361 -0.2773
H3 2.1577 -0.0787 1.3519
H4 0.9027 -1.4184 -0.2972
H5 -0.6049 0.3415 1.6006
H6 -0.9155 -1.3616 1.2027
H7 -2.6478 -0.2791 -0.1468

Summary:
Max |F| in hartree/bohr: 0.009
SMILES: C[C@H]1CNC(=O)O1
HOMO level in eV: -10.0
ΔE to the lowest compared entry with this formula, charge and spin in kcal per mole: 1.7
Gap between HOMO and LUMO in eV: 10.784
E_tot in eV: -9847.20651

Here are the Löwdin charges for atoms 1 to 5, given in e: -0.04 -0.33 -0.12 0.09 -0.56

(3)
Formula: C5H9N3
Source: OMol25
Level of theory: wB97M-V/def2-TZVPD

Atoms and positions in Å:
H1 1.3236 2.4954 0.4856
N1 0.4603 2.4232 -0.1410
C1 -0.0894 1.2797 0.1027
N2 -1.3211 0.9009 -0.4942
N3 -1.1584 -0.4578 -0.9664
C2 0.3181 -0.5469 -0.9568
C3 1.4428 -1.0390 -0.2238
C4 0.5919 -0.0529 0.7040
C5 -0.5117 -0.8118 1.4543
H2 -1.8353 1.5131 -1.0728
H3 -1.4348 -0.3224 -1.9036
H4 0.9589 0.2116 -1.7016
H5 1.3337 -1.9964 0.2659
H6 2.2743 -0.6240 -0.5934
H7 -1.2744 -0.0615 1.7751
H8 -1.1451 -1.8079 0.9098
H9 0.0665 -1.1032 2.3562

Summary:
Max |F| in hartree/bohr: 0.112
SMILES: [H]/N=C1/NN[C@@H]2C[C@@]12C
HOMO level in eV: -8.5
ΔE to the lowest compared entry with this formula, charge and spin in kcal per mole: 169.9
Gap between HOMO and LUMO in eV: 9.369
E_tot in eV: -9794.09797

Here are the Löwdin charges for atoms 1 to 5, given in e: 0.07 0.09 -0.43 0.00 -0.03

(4)
Formula: C14H14N2O4S
Source: OMol25
Level of theory: wB97M-V/def2-TZVPD

Atoms and positions in Å:
C1 1.1119 0.5297 -2.8619
O1 1.3767 -0.2242 -1.6992
C2 0.5066 -1.2229 -1.3577
C3 -0.6184 -1.5876 -2.0800
C4 -1.4432 -2.6006 -1.6134
C5 -1.1554 -3.2555 -0.4314
C6 -0.0302 -2.9022 0.2967
C7 0.8034 -1.8971 -0.1593
N1 1.9148 -1.5066 0.6109
S1 1.5129 -0.6556 2.0090
O2 2.7111 -0.0179 2.4607
O3 0.8099 -1.5295 2.8946
C8 0.3730 0.5433 1.3186
C9 0.8889 1.6338 0.6458
C10 0.0437 2.4070 -0.1281
C11 -1.3081 2.0839 -0.2201
C12 -2.1569 2.8614 -1.1766
N2 -3.4092 3.1327 -0.7439
O4 -1.7508 3.1979 -2.2684
C13 -1.8176 1.0009 0.4902
C14 -0.9683 0.2207 1.2563
H1 1.9279 1.2464 -2.9350
H2 0.1641 1.0701 -2.7835
H3 1.1058 -0.1023 -3.7545
H4 -0.8712 -1.0776 -2.9957
H5 -2.3186 -2.8699 -2.1849
H6 -1.8029 -4.0400 -0.0723
H7 0.2100 -3.3793 1.2325
H8 2.5831 -0.9697 0.0745
H9 1.9436 1.8456 0.7233
H10 0.4189 3.2471 -0.6926
H11 -3.7043 2.9281 0.1936
H12 -4.0174 3.6726 -1.3375
H13 -2.8599 0.7321 0.4031
H14 -1.3210 -0.6446 1.7939

Summary:
Max |F| in hartree/bohr: 0.018
SMILES: COc1ccccc1NS(=O)(=O)c1ccc(C(N)=O)cc1
HOMO level in eV: -8.7
ΔE to the lowest compared entry with this formula, charge and spin in kcal per mole: 7.5
Gap between HOMO and LUMO in eV: 8.849
E_tot in eV: -36750.72844

Here are the Löwdin charges for atoms 1 to 5, given in e: -0.06 -0.10 -0.22 -0.01 -0.08

(5)
Formula: C5H10O
Source: OMol25
Level of theory: wB97M-V/def2-TZVPD

Atoms and positions in Å:
C1 -0.0373 -0.7988 -2.0891
C2 -0.2736 0.5216 -1.3585
C3 0.4002 0.5924 0.0106
C4 -0.3600 -0.1447 1.1018
C5 0.1161 0.0522 2.5301
O1 -1.3015 -0.8690 0.8545
H1 -0.3917 -1.6425 -1.4895
H2 -0.5702 -0.8145 -3.0460
H3 1.0286 -0.9494 -2.3026
H4 0.0863 1.3522 -1.9777
H5 -1.3504 0.6716 -1.2178
H6 0.5366 1.6327 0.3367
H7 1.4166 0.1674 -0.0274
H8 -0.7454 0.0605 3.2033
H9 0.7449 -0.7999 2.8140
H10 0.7008 0.9682 2.6576

Summary:
Max |F| in hartree/bohr: 0.009
SMILES: CCCC(C)=O
HOMO level in eV: -9.6
ΔE to the lowest compared entry with this formula, charge and spin in kcal per mole: 1.3
Gap between HOMO and LUMO in eV: 10.614
E_tot in eV: -7394.71057

Here are the Löwdin charges for atoms 1 to 5, given in e: -0.11 -0.26 -0.15 -0.44 -0.02

(6)
Formula: C4H13NOS
Source: OMol25
Level of theory: wB97M-V/def2-TZVPD

Atoms and positions in Å:
C1 0.6613 -2.1313 1.1950
N1 -0.0005 -0.9009 0.7892
C2 0.4800 -0.1367 -0.3577
C3 1.6166 0.8509 -0.0266
C4 -0.7143 0.5352 -1.0986
S1 -0.5018 0.3595 -2.8863
H1 1.6948 -1.9429 1.5157
H2 0.0873 -2.7213 1.9228
H3 0.8128 -2.7269 0.2991
H4 -0.3598 -0.3578 1.5676
H5 0.8948 -0.9148 -1.0183
H6 2.1057 1.3025 -0.8623
H7 1.1023 1.7511 0.4918
H8 2.1789 0.2299 0.6666
H9 -1.6843 0.0282 -0.9155
H10 -0.7533 1.5909 -0.7569
H11 0.3835 1.3687 -2.9885
O1 -1.0174 0.8130 4.3384
H12 -1.0842 1.5689 3.7427
H13 -1.9099 0.4475 4.3543

Summary:
Max |F| in hartree/bohr: 0.061
SMILES: CN[C@H](C)CS.O
HOMO level in eV: -8.3
ΔE to the lowest compared entry with this formula, charge and spin in kcal per mole: 27.9
Gap between HOMO and LUMO in eV: 8.880
E_tot in eV: -18730.79940

Here are the Löwdin charges for atoms 1 to 5, given in e: -0.13 -0.12 -0.51 -0.05 -0.54

(7)
Formula: C34H85BF4N2O20P3S4
Source: OMol25
Level of theory: wB97M-V/def2-TZVPD

Atoms and positions in Å:
N1 11.8505 14.5901 17.4048
H1 11.2613 15.4037 17.5099
H2 12.6910 14.9639 16.9877
H3 11.3110 13.8614 16.9600
H4 12.1461 14.3270 18.3341
N2 7.3355 12.9311 16.9845
H5 8.0745 13.5723 17.2352
H6 6.7749 13.3194 16.2395
H7 6.7754 12.7306 17.8007
H8 7.7443 12.0413 16.7371
B1 9.7124 13.5916 15.2560
F1 10.8339 14.1310 14.6775
F2 9.0999 12.6933 14.4250
F3 10.0428 12.9883 16.4124
F4 8.7862 14.5203 15.6527
C1 11.1027 14.0869 10.7991
C2 11.6889 15.2649 10.0404
C3 10.4702 16.0727 9.4741
S1 9.2366 16.1999 10.8747
O1 7.9248 16.0071 10.3196
O2 9.5721 17.2916 11.7619
C4 9.9969 14.6209 11.6871
H9 11.8886 13.5246 11.3033
H10 10.7157 13.3603 10.0847
H11 12.3808 15.0159 9.2358
H12 12.3520 15.9027 10.6248
H13 9.8813 15.4872 8.7682
H14 10.5995 17.0117 8.9359
H15 9.2165 14.0116 12.1430
H16 10.5834 14.9602 12.5409
C5 10.7965 8.0046 17.1129
C6 11.4413 8.7228 15.8859
C7 10.6890 9.9496 15.5769
S2 8.9218 9.4227 15.7620
O3 8.4053 8.8933 14.5060
O4 8.1740 10.3938 16.5909
C8 9.2743 8.0322 16.8617
H17 10.9753 8.5880 18.0160
H18 11.2182 6.9998 17.1363
H19 11.4677 8.0592 15.0216
H20 12.4780 8.9594 16.1255
H21 10.7573 10.3631 14.5707
H22 10.8734 10.6163 16.4193
H23 8.9519 7.1814 16.2614
H24 8.7636 8.2903 17.7894
C9 14.7910 13.6099 12.8867
C10 15.9797 12.6115 12.5842
C11 16.3585 11.8937 13.8428
S3 14.7389 11.4637 14.6578
O5 14.8455 11.4264 16.0974
O6 14.0887 10.3844 13.9135
C12 13.9194 12.9915 14.0174
H25 14.3105 13.8714 11.9439
H26 15.3066 14.5021 13.2422
H27 16.7921 13.0201 11.9832
H28 15.6322 11.9230 11.8139
H29 16.8053 12.5352 14.6023
H30 16.9257 10.9709 13.7205
H31 13.9863 13.6237 14.9028
H32 12.8458 12.8980 13.8536
C13 8.7195 18.8823 15.0004
C14 8.1952 17.4601 15.1740
C15 7.5915 17.3587 16.6124
S4 6.8135 19.0342 16.9197
O7 7.2556 19.5601 18.1773
O8 5.3434 18.9399 16.7265
C16 7.5886 19.8520 15.4914
H33 8.9353 19.0935 13.9530
H34 9.5551 19.0373 15.6829
H35 9.0224 16.7593 15.0611
H36 7.5210 17.3207 14.3290
H37 8.4595 17.3694 17.2716
H38 6.9669 16.5075 16.8835
H39 7.9338 20.8097 15.8809
H40 6.8605 20.1302 14.7294
C17 4.9090 16.5095 13.4970
C18 5.6994 15.2184 13.4581
O9 4.6651 14.2094 13.2576
P1 4.9793 12.6817 13.6171
O10 5.6907 12.5143 14.9079
O11 3.5590 11.8383 13.5699
C19 2.5917 12.0871 14.5830
C20 1.6958 13.2485 14.2595
O12 5.7885 12.1772 12.3228
C21 6.8020 11.2566 12.5457
C22 6.0940 9.9102 12.4673
H41 4.1649 16.5502 14.2924
H42 5.4762 17.4121 13.7241
H43 4.4035 16.6546 12.5422
H44 6.5016 15.2530 12.7210
H45 6.2305 15.1356 14.4063
H46 1.9547 11.2117 14.7099
H47 3.1784 12.1342 15.5005
H48 2.2364 14.1863 14.3873
H49 1.2542 13.1335 13.2697
H50 0.9171 13.3078 15.0199
H51 7.4907 11.2188 11.7016
H52 7.3937 11.5071 13.4261
H53 6.8254 9.1125 12.5972
H54 5.2867 9.7735 13.1868
H55 5.5888 9.8047 11.5072
C23 10.1843 10.7166 11.8130
C24 11.6387 10.3081 11.4579
O13 12.2578 11.1961 10.6272
P2 13.5941 10.6551 9.8023
O14 14.5469 9.8588 10.6147
O15 13.0521 9.8588 8.4649
C25 12.1827 10.5462 7.4762
C26 10.9633 9.7492 7.1243
O16 14.1361 12.0363 9.1524
C27 15.5791 12.0690 8.9298
C28 15.9115 13.1682 7.9565
H56 9.7227 10.9812 10.8617
H57 9.5649 9.9281 12.2406
H58 10.1299 11.5464 12.5176
H59 12.1959 10.0250 12.3510
H60 11.5523 9.4154 10.8384
H61 11.9566 11.5232 7.9034
H62 12.8649 10.6911 6.6386
H63 11.1201 8.9356 6.4161
H64 10.4829 9.3116 7.9993
H65 10.1770 10.4050 6.7505
H66 16.1773 12.1572 9.8366
H67 15.8981 11.1611 8.4179
H68 15.9535 14.0753 8.5595
H69 16.8815 12.9000 7.5379
H70 15.2609 13.1924 7.0823
C29 11.2095 20.2613 10.2149
C30 11.3825 20.4516 11.7345
O17 12.7998 20.5625 11.9454
P3 13.3710 20.6038 13.4742
O18 14.8165 20.9390 13.5437
O19 12.2523 21.5030 14.2674
C31 12.2610 22.9017 14.1290
C32 11.6685 23.4780 15.4746
O20 13.1177 19.0889 13.9946
C33 13.6500 17.9223 13.3974
C34 12.6863 16.8163 13.8331
H71 11.4962 21.0941 9.5729
H72 11.7620 19.4643 9.7172
H73 10.1434 20.1744 10.0051
H74 10.8742 21.3448 12.0976
H75 10.9760 19.6230 12.3143
H76 13.2668 23.2603 13.9101
H77 11.5904 23.2323 13.3359
H78 12.1460 23.2185 16.4195
H79 11.6127 24.5666 15.4766
H80 10.6676 23.0963 15.6762
H81 13.5299 17.8276 12.3182
H82 14.6942 17.6848 13.6009
H83 13.0315 15.8126 13.5853
H84 12.5539 16.8492 14.9145
H85 11.6976 17.0992 13.4718

Summary:
Max |F| in hartree/bohr: 0.081
Total charge: +1
HOMO level in eV: -12.1
Gap between HOMO and LUMO in eV: 8.653
E_tot in eV: -163326.30664

Here are the Löwdin charges for atoms 1 to 5, given in e: 0.35 0.15 0.15 0.08 0.16

(8)
Formula: C15H34ClO4P
Source: OMol25
Level of theory: wB97M-V/def2-TZVPD

Atoms and positions in Å:
C1 -0.6621 -3.2504 1.9217
C2 -1.1589 -3.4258 0.4856
C3 -2.2314 -2.3883 0.1441
C4 -2.2391 -1.9503 -1.3355
C5 -2.2283 -0.4222 -1.5438
C6 -1.2847 0.0782 -2.6505
C7 -0.5041 1.3470 -2.3108
P1 0.7781 1.3449 -0.9821
Cl1 0.4342 3.5429 -0.7620
C8 0.2518 0.9645 0.7572
C9 -0.5828 1.9790 1.5343
C10 -1.1589 1.2996 2.8104
O1 -2.5133 1.6246 3.0439
C11 -3.4012 0.8638 2.2454
C12 1.2151 -0.4996 -1.2352
O2 2.3687 -0.7910 -0.4821
O3 2.3944 -2.2067 -0.3153
C13 2.4997 1.7873 -1.5428
C14 3.5150 2.2201 -0.4522
C15 4.7201 1.2754 -0.3716
O4 2.9650 2.4266 0.8356
H1 0.2261 -2.6296 1.9577
H2 -0.4126 -4.1976 2.3837
H3 -1.4343 -2.7799 2.5231
H4 -0.3134 -3.3429 -0.1858
H5 -1.5403 -4.4327 0.3687
H6 -3.1816 -2.8606 0.3649
H7 -2.0514 -1.5249 0.7710
H8 -1.3449 -2.3500 -1.8008
H9 -3.0581 -2.3953 -1.8806
H10 -3.2348 -0.1694 -1.8544
H11 -2.0725 0.1008 -0.6073
H12 -0.6866 -0.7182 -3.0654
H13 -1.9383 0.3647 -3.4676
H14 -1.2264 2.1013 -2.0434
H15 -0.0241 1.7225 -3.2064
H16 1.1441 0.7835 1.3374
H17 -0.2855 0.0286 0.7738
H18 -1.4384 2.3351 0.9818
H19 0.0139 2.7953 1.8917
H20 -0.6268 1.6804 3.6736
H21 -1.0013 0.2181 2.8097
H22 -4.3995 1.0130 2.6329
H23 -3.1250 -0.1876 2.2178
H24 -3.3942 1.2323 1.2163
H25 0.4302 -1.1642 -0.8926
H26 1.3681 -0.7279 -2.2929
H27 3.0210 -2.2941 0.4241
H28 2.9159 0.9783 -2.1236
H29 2.3606 2.6112 -2.2259
H30 3.9234 3.1718 -0.7615
H31 4.6043 0.5533 0.4283
H32 5.6057 1.8712 -0.1769
H33 4.8781 0.7751 -1.3127
H34 3.1215 1.6188 1.3470

Summary:
Max |F| in hartree/bohr: 0.029
SMILES: CCCCCCCP(Cl)(CCCOC)(COO)C[C@H](C)O
HOMO level in eV: -9.1
Gap between HOMO and LUMO in eV: 9.537
E_tot in eV: -46103.56885

Here are the Löwdin charges for atoms 1 to 5, given in e: -0.10 -0.25 -0.20 -0.18 -0.19